The following is a DFT calculation (ωB97M-V/def2-TZVPD) of 20 unconnected molecules or ions with the total composition C65H69N11O40 in a non-equilibrium geometry.

The orbital gap comes out at 7.798 eV. The spin multiplicity is 1. The value obtained for the relative energy (zero: lowest compared OMol25 entry of this formula, charge and spin) is 0.0 kcal per mole. Its LUMO energy is -2.13 eV.

Geometry as XYZ:
```
185
Properties=species:S:1:pos:R:3:lowdin_charge:R:1
C 0.234 -1.332 -6.417 0.0424
N 1.575 -1.049 -7.098 -0.4241
O 1.475 -0.844 -8.271 0.0878
O 2.569 -1.147 -6.396 0.0471
H -0.432 -0.455 -6.480 0.0696
H 0.378 -1.661 -5.402 0.0502
H -0.218 -2.167 -6.954 0.1031
C 0.531 3.420 5.759 0.0373
N 0.410 2.040 6.302 -0.4313
O 0.583 1.091 5.600 0.0716
O 0.228 1.976 7.522 0.0387
H 0.413 3.457 4.678 0.0887
H 1.499 3.832 6.060 0.0906
H -0.221 3.926 6.230 0.0590
C -2.870 -2.751 -2.764 0.0513
N -1.492 -3.093 -3.219 -0.4197
O -0.735 -2.170 -3.409 0.0334
O -1.244 -4.250 -3.450 0.0799
H -2.747 -2.009 -1.986 0.0556
H -3.311 -3.659 -2.353 0.0929
H -3.466 -2.382 -3.601 0.0908
C 3.979 3.084 3.642 0.0511
N 4.357 4.418 4.331 -0.4596
O 5.364 4.952 3.973 0.0911
O 3.611 4.670 5.222 0.0529
H 4.787 2.841 2.940 0.0865
H 2.980 3.200 3.202 0.0900
H 3.983 2.361 4.449 0.0861
C -0.370 1.350 -3.843 0.0937
N -1.006 2.157 -4.990 -0.4204
O -1.678 3.066 -4.712 0.0755
O -0.739 1.900 -6.168 0.0310
H -1.200 1.181 -3.156 0.0975
H 0.370 2.052 -3.457 0.0631
H -0.004 0.422 -4.227 0.0623
C 3.715 2.317 -6.340 0.0746
N 5.003 2.758 -5.676 -0.4417
O 5.758 3.460 -6.241 0.1074
O 5.166 2.221 -4.595 0.0299
H 2.920 2.779 -5.756 0.0815
H 3.719 1.248 -6.306 0.0733
H 3.588 2.702 -7.342 0.0957
C 3.917 -3.490 -0.150 0.0771
N 2.635 -3.076 0.502 -0.3753
O 1.623 -3.217 -0.227 0.0396
O 2.692 -2.591 1.588 0.0748
H 4.156 -2.712 -0.843 0.0841
H 3.621 -4.380 -0.704 0.1041
H 4.684 -3.681 0.587 0.1005
C 5.249 -1.231 2.805 0.0579
N 5.668 -0.711 1.463 -0.4036
O 6.335 -1.469 0.794 0.0653
O 5.228 0.391 1.063 0.0212
H 6.043 -1.876 3.098 0.0960
H 4.313 -1.682 2.599 0.0409
H 5.033 -0.330 3.408 0.1051
C -4.584 0.145 -6.744 0.0371
N -3.864 -1.127 -6.733 -0.4552
O -4.072 -1.860 -7.672 0.0839
O -2.987 -1.249 -5.916 0.0449
H -5.537 0.107 -7.306 0.1137
H -3.880 0.865 -7.195 0.1147
H -4.705 0.458 -5.679 0.0700
C -5.285 2.672 -2.298 0.0814
N -5.254 1.439 -3.203 -0.4200
O -4.222 0.806 -3.147 0.0332
O -6.166 1.169 -3.959 0.0646
H -6.252 3.167 -2.426 0.1023
H -4.448 3.295 -2.651 0.0978
H -5.122 2.421 -1.252 0.0640
C 7.840 2.709 -1.502 0.0651
N 6.873 1.621 -1.792 -0.4083
O 5.706 1.878 -1.849 0.0639
O 7.415 0.549 -1.940 0.0726
H 8.735 2.569 -2.063 0.0935
H 8.160 2.601 -0.476 0.1093
H 7.343 3.620 -1.667 0.0612
C -2.725 2.269 2.171 0.0373
C -3.774 1.805 1.506 -0.0149
C -5.134 2.079 1.957 -0.4520
O -6.012 2.146 1.151 0.1155
C -5.406 2.254 3.389 0.0654
C -4.358 2.729 4.130 0.0333
C -3.015 2.664 3.621 -0.3616
O -2.029 2.887 4.316 0.0832
H -1.664 2.138 1.967 0.1130
H -3.803 1.357 0.473 0.1279
H -6.443 2.184 3.738 0.1345
H -4.393 2.959 5.190 0.1266
C 1.512 -2.513 7.050 0.0421
C 2.384 -2.490 6.046 0.0181
C 2.799 -3.682 5.281 -0.3861
O 3.642 -3.695 4.400 0.0926
C 2.081 -4.924 5.602 -0.0099
C 1.071 -4.975 6.441 0.0349
C 0.639 -3.712 7.117 -0.3935
O -0.470 -3.593 7.557 0.1053
H 1.279 -1.649 7.717 0.1466
H 2.984 -1.631 5.794 0.1165
H 2.418 -5.774 4.995 0.1315
H 0.507 -5.859 6.593 0.1139
C -3.331 -1.600 6.840 0.0409
C -4.597 -1.888 7.155 0.0322
C -5.410 -2.655 6.241 -0.4447
O -6.509 -2.964 6.569 0.1344
C -4.931 -2.943 4.908 0.0145
C -3.681 -2.624 4.541 0.0381
C -2.710 -2.101 5.600 -0.3377
O -1.498 -2.089 5.444 0.0770
H -2.631 -1.138 7.513 0.1245
H -4.983 -1.560 8.061 0.1069
H -5.595 -3.442 4.180 0.1348
H -3.313 -2.854 3.544 0.0730
C 3.336 -3.363 -3.528 0.0426
C 2.678 -2.213 -3.205 -0.0306
C 3.377 -0.961 -3.189 -0.3699
O 2.783 -0.064 -2.612 0.0818
C 4.806 -0.893 -3.734 0.0597
C 5.435 -2.040 -3.935 0.0079
C 4.798 -3.323 -3.846 -0.4157
O 5.467 -4.313 -3.854 0.1249
H 2.678 -4.219 -3.310 0.1309
H 1.614 -2.199 -2.895 0.1070
H 5.298 0.081 -3.617 0.0844
H 6.481 -2.088 -4.051 0.1182
C -0.800 -0.803 1.802 0.0007
C 0.203 -0.595 2.630 0.0329
C 1.399 0.137 2.142 -0.3832
O 2.225 0.538 2.915 0.0908
C 1.579 0.362 0.671 0.0373
C 0.590 -0.024 -0.178 0.0473
C -0.730 -0.605 0.349 -0.3334
O -1.630 -0.999 -0.369 0.0726
H -1.613 -1.368 2.240 0.1102
H 0.057 -0.899 3.649 0.1039
H 2.593 0.603 0.293 0.1109
H 0.674 0.048 -1.220 0.0735
C 4.767 4.979 -2.130 0.0270
C 3.729 4.891 -2.969 0.0528
C 2.636 3.850 -2.682 -0.3819
O 1.879 3.580 -3.552 0.0706
C 2.528 3.087 -1.441 -0.0009
C 3.527 3.219 -0.587 0.0402
C 4.724 4.158 -0.883 -0.4005
O 5.579 4.217 -0.057 0.0950
H 5.634 5.624 -2.306 0.1296
H 3.542 5.443 -3.843 0.1039
H 1.608 2.523 -1.297 0.0951
H 3.712 2.536 0.268 0.1082
C -0.044 -5.045 2.225 0.0254
C -1.228 -4.503 2.477 0.0407
C -2.252 -4.623 1.404 -0.3471
O -3.373 -4.172 1.528 0.0780
C -1.968 -5.474 0.170 0.0506
C -0.797 -6.096 0.036 0.0198
C 0.218 -5.756 0.985 -0.4076
O 1.372 -6.167 0.820 0.0862
H 0.760 -4.991 2.947 0.1158
H -1.484 -3.989 3.375 0.0923
H -2.864 -5.613 -0.422 0.1178
H -0.489 -6.766 -0.753 0.1336
C -5.188 -1.062 -0.123 0.0469
C -6.149 -1.396 -1.021 0.0324
C -7.467 -1.873 -0.645 -0.4166
O -8.251 -2.207 -1.481 0.1427
C -7.761 -1.969 0.784 0.0217
C -6.862 -1.654 1.687 0.0336
C -5.499 -1.124 1.337 -0.3680
O -4.689 -0.756 2.146 0.0932
H -4.159 -0.721 -0.311 0.0986
H -5.982 -1.444 -2.083 0.1132
H -8.698 -2.335 1.124 0.1196
H -7.142 -1.622 2.731 0.1192
C -1.075 4.728 -2.294 0.0080
C -1.957 5.556 -2.792 0.0115
C -2.960 6.222 -1.960 -0.4245
O -3.771 6.852 -2.565 0.1356
C -2.916 5.988 -0.523 0.0454
C -1.992 5.159 -0.020 0.0280
C -1.166 4.361 -0.884 -0.3650
O -0.672 3.279 -0.527 0.0730
H -0.269 4.283 -2.842 0.0900
H -2.017 5.761 -3.860 0.1351
H -3.711 6.482 -0.005 0.1223
H -1.916 4.949 1.054 0.1268
```

***

The following is a DFT calculation (ωB97M-V/def2-TZVPD) of a molecular structure, C65H70GeNO2SSbTa in a non-equilibrium geometry.

The orbital gap comes out at 6.660 eV. The spin multiplicity is 1. Its LUMO energy is -2.96 eV. As for the total charge: +1.

Geometry as XYZ:
```
142
Properties=species:S:1:pos:R:3:lowdin_charge:R:1
Ta 0.168 -0.238 -0.252 1.5734
C 2.212 6.148 -4.164 -0.0558
C 1.602 5.808 -2.798 -0.5474
C 2.531 6.306 -1.678 -0.0339
C 0.256 6.538 -2.691 -0.0445
C 1.439 4.300 -2.617 -0.1540
C 0.555 3.804 -1.664 0.0432
C 0.431 2.443 -1.446 -0.1732
N -0.340 1.781 -0.467 -0.0378
C -0.759 2.401 0.729 -0.1840
C -1.148 3.714 0.935 0.0366
C -1.324 4.202 2.225 -0.1491
C -1.142 3.326 3.284 0.0129
C -0.831 1.974 3.133 -0.0762
C -0.714 1.509 1.825 -0.2168
O -0.465 0.229 1.421 -0.2927
C -0.626 1.148 4.415 -0.5085
C 0.037 -0.215 4.186 -0.0470
C -2.000 0.972 5.082 -0.0418
C 0.306 1.912 5.372 -0.0433
C -1.636 5.671 2.496 -0.5502
C -3.021 5.802 3.144 -0.0379
C -0.564 6.235 3.446 -0.0406
C -1.616 6.513 1.218 -0.0632
C 1.210 1.546 -2.211 -0.2160
O 0.964 0.243 -1.871 -0.2920
C 2.172 2.015 -3.104 -0.0814
C 2.231 3.396 -3.305 0.0227
C 3.100 1.110 -3.926 -0.5106
C 4.296 1.877 -4.507 -0.0577
C 2.256 0.552 -5.084 -0.0248
C 3.706 -0.025 -3.087 -0.0496
H 2.144 7.222 -4.339 0.0862
H 1.670 5.641 -4.965 0.0936
H 3.266 5.873 -4.220 0.0810
H 2.672 7.387 -1.744 0.0891
H 3.507 5.823 -1.744 0.0886
H 2.102 6.071 -0.701 0.0816
H 0.409 7.602 -2.870 0.0879
H -0.193 6.435 -1.703 0.0571
H -0.450 6.161 -3.434 0.0970
H -0.023 4.503 -1.090 0.0766
H -1.352 4.348 0.090 0.0915
H -1.256 3.702 4.291 0.1037
H -0.547 -0.862 3.543 0.0446
H 0.161 -0.722 5.144 0.0953
H 1.026 -0.084 3.740 0.0847
H -2.709 0.506 4.395 0.0588
H -2.409 1.941 5.368 0.0921
H -1.920 0.354 5.979 0.0919
H 1.260 2.122 4.885 0.0960
H 0.499 1.301 6.256 0.0900
H -0.121 2.855 5.708 0.0746
H -3.073 5.261 4.090 0.0809
H -3.796 5.410 2.482 0.0910
H -3.241 6.853 3.344 0.0885
H -0.634 5.796 4.441 0.0773
H -0.683 7.315 3.552 0.0875
H 0.435 6.038 3.054 0.0930
H -2.389 6.202 0.512 0.0898
H -0.642 6.462 0.724 0.0751
H -1.803 7.556 1.475 0.0898
H 2.946 3.779 -4.014 0.0914
H 4.010 2.542 -5.322 0.0851
H 5.017 1.162 -4.908 0.0897
H 4.793 2.463 -3.732 0.0953
H 1.922 1.369 -5.725 0.0968
H 1.370 0.051 -4.695 0.0505
H 2.836 -0.148 -5.692 0.0940
H 4.489 0.363 -2.431 0.1023
H 4.161 -0.766 -3.749 0.0817
H 2.957 -0.512 -2.472 0.0212
C -1.113 -2.004 -0.752 -0.3697
Ge -2.606 -2.725 0.459 1.0783
C -2.827 -2.875 2.434 -0.2465
C -3.267 -4.086 2.972 -0.1062
C -3.613 -4.181 4.313 -0.0746
C -3.527 -3.068 5.137 -0.0656
C -3.138 -1.851 4.601 -0.0795
C -2.808 -1.754 3.257 -0.1210
C -4.083 -1.550 -0.091 -0.2682
C -5.390 -2.020 -0.192 -0.1034
C -6.425 -1.162 -0.534 -0.0774
C -6.166 0.183 -0.757 -0.0808
C -4.869 0.664 -0.648 -0.0765
C -3.833 -0.198 -0.321 -0.1083
C -2.795 -4.624 -0.126 -0.2800
C -3.675 -5.075 -1.106 -0.1031
C -3.659 -6.400 -1.527 -0.0712
C -2.765 -7.299 -0.968 -0.0759
C -1.892 -6.874 0.026 -0.0703
C -1.913 -5.551 0.438 -0.1453
H -3.362 -4.961 2.348 0.0845
H -3.963 -5.127 4.707 0.1064
H -3.781 -3.149 6.186 0.1079
H -3.105 -0.970 5.230 0.0675
H -2.562 -0.788 2.836 0.0843
H -5.601 -3.065 0.012 0.0985
H -7.434 -1.545 -0.620 0.1065
H -6.975 0.858 -1.004 0.1056
H -4.666 1.715 -0.817 0.1055
H -2.823 0.193 -0.238 0.0641
H -4.395 -4.391 -1.543 0.0971
H -4.346 -6.729 -2.297 0.1075
H -2.756 -8.331 -1.294 0.1064
H -1.201 -7.571 0.484 0.1044
H -1.241 -5.234 1.226 0.0820
S 2.320 -1.122 0.653 0.1936
Sb 2.556 -2.986 -0.756 1.4309
C 2.178 -4.557 0.633 -0.3475
C 1.369 -4.285 1.729 -0.1480
C 1.131 -5.284 2.663 -0.0722
C 1.702 -6.538 2.497 -0.0597
C 2.515 -6.799 1.401 -0.0678
C 2.759 -5.808 0.462 -0.1112
C 0.939 -2.888 -2.121 -0.3382
C 1.047 -2.344 -3.339 -0.1114
C -0.136 -1.879 -4.041 -0.0739
C -1.329 -1.882 -3.438 -0.0037
C -1.550 -2.513 -2.123 -0.2545
C -0.351 -3.134 -1.441 -0.3314
C 4.595 -2.991 -1.395 -0.3563
C 4.964 -3.385 -2.673 -0.1288
C 6.309 -3.377 -3.011 -0.0658
C 7.262 -2.986 -2.080 -0.0554
C 6.876 -2.598 -0.805 -0.0590
C 5.535 -2.597 -0.453 -0.1232
H 0.935 -3.301 1.869 0.0687
H 0.499 -5.077 3.517 0.1164
H 1.521 -7.312 3.230 0.1134
H 2.967 -7.775 1.282 0.1125
H 3.401 -6.008 -0.388 0.1038
H 2.009 -2.218 -3.818 0.0962
H -0.017 -1.495 -5.045 0.1068
H -2.207 -1.527 -3.964 0.1241
H -2.471 -3.083 -2.122 0.1064
H -0.438 -4.129 -1.022 0.1096
H 4.221 -3.701 -3.395 0.1042
H 6.613 -3.680 -4.004 0.1140
H 8.310 -2.988 -2.350 0.1141
H 7.618 -2.294 -0.078 0.1150
H 5.228 -2.291 0.540 0.0935
```

***

- Which value of LUMO does entry 1 give?
  -2.13 eV

***

- Number 2 is which compound?
  C65H70GeNO2SSbTa

***

- What is the orbital gap in the second record?
  6.660 eV

***

- What is the LUMO in the first record?
  -2.13 eV